C6H12S2 in the gas phase at a distorted geometry. Source: the Open Molecules 2025 dataset; level of theory: ωB97M-V/def2-TZVPD.

As for the spin multiplicity: 1. As for the HOMO energy: -8.86 eV. The calculation puts the LUMO energy at 0.7 eV. The value obtained for the gap between HOMO and LUMO is 9.6 eV.

The geometry in XYZ format:
```
20
Properties=species:S:1:pos:R:3:forces:R:3:lowdin_charge:R:1
S -2.78609 -1.26331 -0.14833 -0.161 -0.447 -0.298 0.76
C -1.18194 -0.52941 0.18784 -0.218 1.248 0.483 -0.71
C -1.28509 0.99359 -0.11519 -1.269 -0.768 -0.510 -0.25
C -0.04205 1.77735 0.10401 1.381 1.212 -1.119 -0.21
C 1.22722 1.07946 -0.35488 0.324 -2.319 -1.105 -0.21
C 1.18181 -0.39563 0.15245 0.677 -0.503 -1.714 -0.67
S 2.77988 -1.27133 -0.10080 0.319 0.058 0.019 0.72
C 0.03821 -1.15954 -0.48984 -0.943 0.137 2.241 -0.25
H -2.44279 -2.39728 0.47953 -0.311 -0.130 -0.104 -0.13
H -1.11284 -0.61835 1.28618 0.411 -0.022 -0.372 0.10
H -2.09222 1.39902 0.50437 0.039 -0.001 -0.122 0.11
H -1.60849 1.12840 -1.15947 0.016 -0.201 0.131 0.12
H -0.09239 2.77687 -0.42696 -0.134 -0.930 0.885 0.14
H 0.14961 1.91493 1.14887 -0.285 0.507 0.794 0.11
H 1.44730 1.03827 -1.46739 -0.617 0.219 1.077 0.14
H 2.10343 1.46652 0.09818 0.765 0.973 0.392 0.08
H 1.01503 -0.44499 1.19257 -0.071 0.350 1.348 0.08
H 2.67951 -2.24811 0.84579 -0.243 0.537 -0.370 -0.13
H -0.03305 -1.02883 -1.53509 0.132 -0.039 -1.283 0.11
H 0.05494 -2.21764 -0.20185 0.190 0.117 -0.373 0.11
```
Positions in Å, forces in eV/Å.

A molecular structure, C39H30ClN6O7ReS at a distorted geometry. Source: the Open Molecules 2025 dataset; level of theory: ωB97M-V/def2-TZVPD.

The charge is +1. As for the spin multiplicity: 2. As for the HOMO energy (spin up / spin down): -10.40 / -10.40 eV. The calculation puts the LUMO energy (spin up / spin down) at -5.9 / -5.6 eV. The value obtained for the gap between HOMO and LUMO (spin up / spin down) is 4.5 / 4.8 eV. Its expectation value of S² is 0.76.

The geometry in XYZ format:
```
85
Properties=species:S:1:pos:R:3:forces:R:3:lowdin_charge:R:1
Re 0.04544 0.28616 0.78467 -0.001 0.264 -0.814 1.69
C -0.30507 0.22805 5.06622 0.011 0.012 0.004 -0.05
C 0.98105 -0.10898 5.46806 0.018 -0.005 -0.019 -0.03
C 1.97022 -0.39140 4.53099 -0.024 0.036 0.046 0.00
C 1.66213 -0.32030 3.18146 0.060 0.051 0.013 -0.19
C 0.36850 0.00679 2.76049 0.029 -0.291 0.022 -0.25
C -0.62281 0.25004 3.71446 -0.046 0.020 -0.039 -0.07
C 2.60782 -0.58380 2.09103 -0.050 -0.019 -0.016 -0.21
C 3.98480 -0.69507 2.32725 0.017 0.009 0.028 0.02
C 4.83079 -0.88506 1.27848 0.013 -0.010 -0.019 0.04
C 4.30120 -1.09802 -0.00807 0.012 0.009 0.012 -0.15
C 5.14153 -1.42394 -1.09817 0.012 0.007 0.018 -0.01
C 4.61157 -1.77146 -2.30566 -0.023 -0.003 -0.012 -0.04
C 3.21246 -1.83168 -2.44769 0.021 -0.013 -0.017 -0.02
C 2.38148 -1.47886 -1.41855 -0.013 0.000 0.011 -0.02
C 2.89647 -1.06059 -0.17942 0.009 0.072 0.023 -0.19
N 2.06058 -0.67252 0.86587 0.027 -0.119 0.017 0.03
H -1.06434 0.44019 5.80692 -0.004 0.002 -0.004 0.12
H 1.21388 -0.16904 6.52280 0.005 0.003 0.000 0.12
H 2.95598 -0.67446 4.87413 0.006 0.008 -0.004 0.12
H -1.63772 0.47624 3.40606 -0.007 -0.026 0.004 0.11
H 4.36267 -0.58587 3.33194 0.000 0.012 0.001 0.12
H 5.90349 -0.91957 1.42720 -0.003 0.011 -0.003 0.14
H 6.21264 -1.42558 -0.93912 0.000 -0.002 0.004 0.13
H 5.25224 -2.04331 -3.13283 0.000 0.005 -0.001 0.12
H 2.78327 -2.18552 -3.37636 -0.015 0.005 0.007 0.13
H 1.32349 -1.58447 -1.54185 -0.056 0.016 -0.039 0.07
N -1.78827 -4.02193 -2.87947 0.866 4.995 1.586 0.18
C -1.54697 -3.01735 -3.73997 -0.042 -0.755 0.672 -0.46
O -1.49837 -3.13426 -4.94789 0.071 0.409 -0.331 0.08
C -1.20300 -1.63080 -3.16862 -0.087 0.075 -0.238 -0.05
C -1.06897 -0.57334 -4.06299 0.090 0.103 0.083 0.05
C -0.62679 0.65560 -3.59417 -0.008 -0.085 0.045 0.00
C -0.29746 0.79138 -2.25638 -0.094 0.070 -0.104 -0.12
N -0.43110 -0.21363 -1.38185 0.037 -0.220 0.135 -0.06
C -0.90338 -1.38927 -1.84706 0.147 -0.030 0.026 -0.08
H -1.95987 -4.97367 -3.23800 0.231 0.998 -1.063 -0.11
H -1.96707 -3.88434 -1.89967 0.598 0.660 -0.502 0.05
H -1.28499 -0.75312 -5.10840 -0.013 -0.034 -0.006 0.14
H -0.51020 1.50176 -4.25630 -0.008 0.012 0.008 0.12
H 0.07203 1.73360 -1.87345 0.049 0.025 0.009 0.10
H -0.95475 -2.19865 -1.13454 -0.028 0.209 -0.604 0.08
O -2.44452 -8.21927 -3.38102 -0.016 0.293 -0.164 -0.29
S -2.01067 -6.89687 -3.03481 -0.025 -2.592 0.470 0.49
O -0.77125 -6.79877 -2.29399 -0.234 0.242 -0.255 -0.31
O -2.15845 -5.86889 -4.07488 -0.459 -3.189 -1.922 -0.25
C -3.24828 -6.23314 -1.88900 -0.428 -0.115 0.338 -0.31
N -4.55410 -6.47207 -2.03728 0.182 -0.016 -0.021 0.16
C -5.37882 -5.74210 -1.30071 0.022 0.084 -0.028 -0.08
C -4.94493 -4.72161 -0.44984 -0.032 -0.167 -0.003 0.03
C -3.57546 -4.59434 -0.35410 -0.022 -0.004 0.060 -0.23
N -2.74118 -5.36269 -1.03613 -0.596 -0.980 0.605 0.09
C -2.81117 -3.51168 0.29543 -0.068 -0.038 0.465 -0.11
C -1.43523 -3.70445 0.47554 -0.205 -0.281 0.420 0.02
C -0.64486 -2.64077 0.81725 0.016 -0.083 0.151 -0.10
N -1.15601 -1.39924 0.88200 -0.231 0.298 0.919 -0.15
C -2.48929 -1.22253 0.81447 0.095 0.071 -0.010 -0.08
C -3.35098 -2.26438 0.57218 0.083 0.062 -0.222 0.05
H -6.43833 -5.94030 -1.42087 0.019 -0.039 0.020 0.12
H -5.64876 -4.09942 0.08480 0.015 -0.006 0.016 0.11
H -1.01125 -4.67914 0.27261 0.054 0.022 0.042 0.15
H 0.42926 -2.73486 0.91077 -0.023 0.007 0.080 0.13
H -2.84214 -0.20334 0.87919 -0.011 0.000 0.032 0.12
H -4.40564 -2.06028 0.45456 -0.015 -0.021 0.043 0.13
C 3.05018 2.16051 -1.28924 0.046 0.032 -0.029 0.00
C 3.36187 2.38036 0.16213 -0.039 0.029 0.043 -0.18
C 4.67436 2.55081 0.59215 -0.017 -0.017 0.011 -0.05
C 4.96335 2.77820 1.92821 -0.016 0.008 0.002 -0.66
Cl 6.60867 2.95379 2.41853 0.011 -0.005 0.004 0.72
C 3.95567 2.85229 2.87754 -0.002 0.008 0.015 -0.07
C 2.64324 2.67116 2.47494 0.031 -0.026 0.025 0.00
C 2.37762 2.43973 1.13938 0.019 -0.088 -0.028 -0.22
O 1.02617 2.21029 0.74074 0.095 -0.005 0.147 -0.24
C 0.12748 3.31811 1.02042 0.022 -0.018 -0.006 -0.02
C -1.26894 2.89000 0.62450 0.043 -0.028 -0.063 -0.54
O -2.13780 3.66400 0.38298 -0.083 0.031 0.077 0.18
O -1.41628 1.55350 0.59027 0.073 0.027 -0.100 -0.19
H 3.95922 1.92000 -1.83812 -0.004 0.014 0.000 0.10
H 2.62030 3.05994 -1.73642 -0.024 -0.018 0.009 0.10
H 2.35213 1.33927 -1.43582 -0.060 -0.042 -0.010 0.05
H 5.48198 2.50427 -0.12706 -0.008 0.009 -0.002 0.13
H 4.19569 3.03845 3.91478 0.000 -0.006 0.001 0.12
H 1.84561 2.68637 3.20708 0.003 0.008 -0.007 0.13
H 0.45512 4.19723 0.47122 -0.021 -0.021 -0.045 0.16
H 0.13574 3.52108 2.09240 0.004 0.070 -0.020 0.15
```
Positions in Å, forces in eV/Å.

2 unconnected molecules or ions with the total composition C4H14N2O at a distorted geometry. Source: the Open Molecules 2025 dataset; level of theory: ωB97M-V/def2-TZVPD.

As for the spin multiplicity: 1. As for the HOMO energy: -9.06 eV. The calculation puts the LUMO energy at 0.8 eV. The value obtained for the gap between HOMO and LUMO is 9.9 eV.

The geometry in XYZ format:
```
21
Properties=species:S:1:pos:R:3:forces:R:3:lowdin_charge:R:1
C 1.88830 -0.58406 -1.20032 -0.367 0.348 -0.693 -0.07
C 0.75193 -0.46734 -0.17757 0.251 0.121 0.477 -0.44
N 0.97764 -1.15961 1.11124 -0.300 -0.064 -0.502 0.03
C 0.41621 1.02220 0.12918 -0.199 -0.694 -0.468 -0.16
C -1.04033 1.39391 -0.21112 0.404 0.672 0.197 -0.28
N -1.68188 2.36511 0.67080 0.128 0.507 0.011 -0.02
H 1.79758 0.24913 -1.90422 0.243 0.224 0.227 0.07
H 2.85847 -0.53616 -0.71287 0.189 -0.055 -0.113 0.07
H 1.81911 -1.42274 -1.90507 0.123 -0.394 0.749 0.07
H -0.10148 -0.96300 -0.63593 -0.358 0.224 0.029 0.10
H 1.96043 -1.27301 1.31025 0.110 -0.076 0.004 0.06
H 0.53136 -2.06507 1.10047 0.170 -0.170 0.135 0.05
H 1.11204 1.63350 -0.44084 -0.058 0.363 0.028 0.09
H 0.59379 1.21104 1.18032 0.045 -0.087 0.240 0.10
H -1.04162 1.82782 -1.20228 -0.230 0.000 -0.395 0.11
H -1.68478 0.52419 -0.24813 -0.020 -0.370 0.064 0.09
H -1.25138 3.29143 0.60328 -0.126 -0.476 -0.058 0.07
H -1.58564 2.08034 1.63657 -0.017 -0.054 0.079 0.06
O -2.19646 -2.66528 0.40514 -0.595 -1.173 0.828 -0.06
H -2.52085 -1.86285 0.82942 0.666 0.181 -0.804 0.04
H -1.60242 -2.59955 -0.33832 -0.060 0.974 -0.036 0.02
```
Positions in Å, forces in eV/Å.

2 unconnected molecules or ions with the total composition C4H8OS at a distorted geometry. Source: the Open Molecules 2025 dataset; level of theory: ωB97M-V/def2-TZVPD.

As for the spin multiplicity: 1. As for the HOMO energy (spin up / spin down): -8.11 / -8.11 eV. The calculation puts the LUMO energy (spin up / spin down) at 0.4 / 0.4 eV. The value obtained for the gap between HOMO and LUMO (spin up / spin down) is 8.5 / 8.5 eV.

The geometry in XYZ format:
```
14
Properties=species:S:1:pos:R:3:forces:R:3:lowdin_charge:R:1
C -0.17541 0.02568 -2.50685 -0.602 -0.422 -2.091 -0.33
C 0.16184 -0.43166 -1.22306 0.163 0.761 5.777 -0.38
C -0.39194 0.26956 1.88015 0.994 1.782 2.847 -0.20
C 0.47905 0.75520 0.80099 -1.166 0.018 -3.575 -0.06
O 1.93988 -1.76431 -2.72470 0.506 -1.338 -0.484 -0.56
S 1.59346 -0.44342 -2.22458 -0.309 0.741 0.023 0.90
H -0.81766 -0.70934 -2.98996 0.267 0.204 -0.590 0.10
H -0.23817 1.00219 -2.91802 -0.298 0.929 0.247 0.06
H -0.27560 -1.39088 -0.89515 0.502 0.586 -0.176 0.10
H -1.44733 0.39547 1.84617 -0.860 0.661 -0.733 0.05
H -0.07712 0.89431 2.86155 -0.582 -1.264 -1.878 0.13
H -0.28792 -0.73536 2.16019 0.666 -1.546 0.215 0.04
H 1.49959 0.38046 0.74299 -0.164 0.565 0.333 0.05
H 0.23999 1.83982 0.53139 0.884 -1.678 0.087 0.09
```
Positions in Å, forces in eV/Å.

C5H6O in the gas phase at a distorted geometry. Source: the Open Molecules 2025 dataset; level of theory: ωB97M-V/def2-TZVPD.

As for the spin multiplicity: 1. As for the HOMO energy: -9.33 eV. The calculation puts the LUMO energy at 1.2 eV. The value obtained for the gap between HOMO and LUMO is 10.5 eV.

The geometry in XYZ format:
```
12
Properties=species:S:1:pos:R:3:forces:R:3:lowdin_charge:R:1
C 0.23517 1.26008 0.01229 0.720 -0.430 0.064 -0.07
C 1.28957 0.43115 0.03334 -0.454 0.434 0.408 -0.04
C 0.82460 -0.96528 -0.03063 -1.001 -0.756 0.846 -0.13
O -0.15760 -1.47388 1.06118 2.029 0.341 1.103 0.00
C -0.64027 -0.95983 -0.08888 -0.728 1.629 -1.524 -0.34
C -1.07067 0.53625 -0.02848 0.241 -1.006 -0.336 -0.10
H 0.29537 2.32950 0.02720 0.071 0.400 0.120 0.10
H 2.33365 0.72203 0.08977 -0.189 -0.055 -0.026 0.10
H 1.43254 -1.77894 -0.36044 0.169 -0.277 -0.275 0.13
H -1.20920 -1.62216 -0.69976 -0.449 -0.458 -0.512 0.13
H -1.65430 0.70242 0.86273 -0.255 0.108 0.406 0.12
H -1.67841 0.82589 -0.87694 -0.155 0.070 -0.273 0.11
```
Positions in Å, forces in eV/Å.

In order of appearance, energy above the lowest of the compared OMol25 structures with the same formula, charge and spin = 31.8 178.3 138.4 493.1 162.7 kJ/mol.